C3H3ClN2S in the gas phase, computed with ωB97M-V with the def2-TZVPD basis set.

```
10
Properties=species:S:1:pos:R:3:nbo_charge:R:1
C 0.314 0.745 0.007 -0.34
C -0.505 -0.432 -0.001 0.35
C 1.730 0.394 -0.052 -0.28
N 0.181 -1.561 0.046 -0.67
N -1.853 -0.361 -0.209 -0.79
S 1.812 -1.330 0.025 0.67
Cl 3.103 1.392 0.103 0.08
H -0.180 1.648 -0.111 0.22
H -2.183 0.568 -0.109 0.38
H -2.417 -1.062 0.302 0.40
```

Computed properties:
* SMILES: Nc1cc(Cl)sn1
* net charge: 0
* orbital gap: 9.3 eV
* energy above the lowest of the compared OMol25 structures with the same formula, charge and spin: 35.2 kJ/mol
* E_tot: -29496.955 eV
* HOMO energy: -8.725 eV
* LUMO level: 0.568 eV